Density functional theory data (the ωB97M-V functional and the def2-TZVPD basis) for a single C22H31N5O2 molecule.

As for the total energy: -34865.705 eV. Its HOMO energy is -8.5 eV. The net charge is 0. For the lowest unoccupied orbital energy, the calculation gives 0.48 eV. The energy relative to the best compared isomer or geometry (same formula, charge and spin) is 0.000 eV. The SMILES is CC(C)C[C@H](NC(=O)N1CCn2c1nc1ccccc12)C(=O)NC1CCCCC1. Its HOMO-LUMO gap is 8.950 eV.

Last column: Löwdin charge in e.
Atoms and positions in Å:
O (-1.4781, 3.2861, -0.5230)  0.1054
O (2.0097, 2.2456, 1.8367)  0.0660
N (-1.8983, -0.5795, -2.5395)  0.0474
N (-2.1291, 1.2124, -1.2104)  0.0730
N (-1.3663, 1.5198, 0.9268)  0.1162
N (1.1205, 0.3968, 0.8964)  0.1196
N (-1.2666, -0.9464, -0.4168)  0.1523
C (3.8493, -2.2083, 0.5653)  -0.1968
C (-0.4150, -4.2982, -1.7517)  -0.0959
C (-1.4425, -1.8757, -2.5154)  -0.1477
C (1.0413, 1.5845, 1.5203)  -0.4354
C (0.0632, 2.3104, 4.3713)  -0.4282
C (-1.7557, -0.0965, -1.2782)  -0.2972
C (-1.3182, -2.8585, -3.4783)  -0.0171
C (2.3460, -0.3116, -1.0899)  -0.1427
C (-0.7930, -4.0726, -3.0728)  -0.0974
C (-1.0560, -2.0935, -1.1669)  -0.2214
C (-0.3902, 2.0475, 1.8576)  -0.2064
C (3.6303, -0.9626, -1.5925)  -0.1962
C (3.8130, -2.3357, -0.9542)  -0.2073
C (2.5673, -1.5590, 1.0762)  -0.1431
C (-0.3586, 3.7686, 4.5315)  -0.0674
C (-0.7563, 1.6104, 3.2804)  -0.1224
C (-1.6148, 2.1167, -0.2583)  -0.4875
C (2.3640, -0.1852, 0.4356)  -0.3050
C (-2.5099, 1.6604, -2.5512)  -0.0632
C (-2.3672, 0.4170, -3.4629)  -0.0640
C (-0.1069, 1.5688, 5.6960)  -0.0807
C (-0.5420, -3.3214, -0.7818)  -0.0283
H (0.2841, -0.1111, 0.6277)  0.0928
H (-1.6137, -2.6834, -4.5015)  0.1081
H (4.4811, -0.3271, -1.3382)  0.1156
H (2.2237, 0.6791, -1.5335)  0.1201
H (1.1181, 2.2837, 4.0845)  0.1252
H (-1.1532, 1.5628, 5.9963)  0.0791
H (4.7375, -2.7927, -1.3123)  0.1071
H (0.2135, 4.2382, 5.3279)  0.0775
H (-1.5502, 0.5254, 0.9854)  0.1122
H (-0.4103, 3.1370, 1.7690)  0.1488
H (-0.0131, -5.2626, -1.4796)  0.1007
H (1.7129, -2.1913, 0.8238)  0.0993
H (-3.5377, 2.0307, -2.5250)  0.1295
H (2.9820, -2.9831, -1.2455)  0.1086
H (4.7057, -1.5969, 0.8574)  0.1154
H (-0.6748, -4.8639, -3.7974)  0.0999
H (-1.6439, 0.5735, -4.2695)  0.1290
H (-0.6070, 0.5292, 3.3529)  0.1219
H (2.6044, -1.4510, 2.1618)  0.1187
H (-1.8569, 2.4849, -2.8506)  0.1268
H (3.9697, -3.1936, 1.0202)  0.1080
H (0.2328, 0.5389, 5.6106)  0.0740
H (1.4900, -0.9262, -1.3833)  0.1040
H (0.4708, 2.0538, 6.4788)  0.0748
H (-1.8180, 1.8146, 3.4393)  0.1266
H (-3.3256, 0.1246, -3.9032)  0.1267
H (-0.2576, -3.5029, 0.2425)  0.1070
H (-0.1816, 4.3282, 3.6177)  0.0727
H (3.5944, -1.0575, -2.6799)  0.1084
H (-1.4158, 3.8354, 4.7824)  0.0814
H (3.1630, 0.4962, 0.7458)  0.1517

Forces on the atoms, in the same order (eV/Å):
O 0.127 0.302 -0.122
O 0.331 0.380 0.188
N -0.018 0.264 0.603
N -0.036 0.075 -0.018
N -0.002 -0.180 0.343
N -0.055 -0.341 -0.171
N -0.225 0.316 0.294
C -0.250 -0.222 -0.098
C 0.063 -0.161 0.004
C 0.263 -0.524 0.334
C -0.470 0.057 -0.068
C -0.138 -0.116 0.127
C 0.249 -0.700 -0.133
C -0.072 0.152 -0.097
C 0.299 0.179 0.102
C 0.025 -0.091 -0.071
C -0.126 -0.097 -0.573
C 0.048 0.255 0.091
C -0.250 -0.199 -0.103
C 0.282 0.172 0.064
C 0.353 0.245 0.050
C 0.191 -0.215 -0.124
C 0.302 0.228 -0.004
C -0.240 -0.236 -0.017
C -0.045 -0.102 -0.004
C -0.132 0.570 -0.080
C -0.133 0.052 -0.495
C 0.120 0.101 -0.248
C -0.068 0.152 -0.035
H 0.030 0.173 0.017
H -0.021 -0.019 -0.115
H 0.085 0.050 -0.040
H -0.085 0.022 0.010
H -0.049 -0.005 0.020
H -0.148 -0.023 0.084
H -0.027 -0.078 -0.040
H 0.038 0.103 0.076
H -0.039 0.079 -0.009
H 0.088 -0.170 0.024
H 0.028 -0.085 0.020
H -0.098 -0.058 0.019
H 0.135 -0.027 -0.116
H -0.032 -0.078 -0.042
H 0.087 -0.001 0.054
H 0.007 -0.062 -0.061
H -0.107 0.012 0.082
H -0.065 -0.081 0.011
H -0.098 0.003 0.026
H -0.115 -0.139 0.006
H 0.081 0.019 0.056
H 0.014 -0.137 0.035
H -0.091 -0.016 -0.031
H 0.037 0.029 0.136
H -0.050 -0.033 -0.005
H 0.124 0.066 0.026
H 0.033 -0.011 0.120
H -0.012 0.158 -0.087
H 0.070 0.063 -0.017
H -0.149 0.030 0.044
H -0.061 -0.100 -0.043

---

Density functional theory data (the ωB97M-V functional and the def2-TZVPD basis) for a single C22H31N5O4 molecule.

As for the total energy: -38959.839 eV. Its HOMO energy is -8.5 eV. The net charge is 0. For the lowest unoccupied orbital energy, the calculation gives 0.51 eV. The energy relative to the best compared isomer or geometry (same formula, charge and spin) is 0.077 eV. The SMILES is CCCCn1c(N)c(N2CCOCC2)c(=O)n(CC(=O)N[C@@H](C)c2ccccc2)c1=O. Its HOMO-LUMO gap is 9.049 eV.

Last column: Löwdin charge in e.
Atoms and positions in Å:
O (1.1471, 5.3472, 0.8795)  -0.1272
O (1.7387, -2.7340, -0.3473)  0.0558
O (0.9029, -0.3795, -4.1141)  0.0980
O (2.3912, 1.5899, -1.5805)  0.0964
N (2.0259, -0.5787, -0.9831)  0.0959
N (1.1959, 2.5179, 0.9142)  -0.1176
N (1.3377, -1.1276, 1.1911)  0.0710
N (0.7781, 0.5801, 2.7359)  0.1859
N (0.3233, -2.1093, -2.7817)  0.1062
C (1.7060, -1.5433, -0.0755)  -0.4441
C (2.4105, -1.0051, -2.3251)  -0.0117
C (1.4509, 1.1592, 0.5449)  -0.1247
C (-1.4847, -1.9910, 4.0285)  -0.1047
C (1.1645, 0.2018, 1.4800)  -0.2292
C (1.9899, 0.8132, -0.7394)  -0.3509
C (-3.1026, 1.0599, -2.6553)  -0.0735
C (-1.7135, -3.4454, -2.7934)  -0.0281
C (-1.3552, -2.1351, 2.5146)  -0.2608
C (-0.1218, -2.9394, 2.1026)  -0.1724
C (1.1452, -1.1198, -3.1896)  -0.4562
C (-2.2115, 0.3743, -0.5430)  -0.0942
C (-2.5167, -0.0391, -3.2588)  -0.0224
C (0.3725, 3.2413, -0.0529)  -0.1337
C (-1.7752, -0.9421, -2.5115)  -0.1827
C (1.9922, 4.6427, 1.7564)  -0.1978
C (1.2055, -2.1797, 2.1926)  -0.1199
C (-2.9486, 1.2719, -1.2966)  -0.0974
C (0.0026, 4.5896, 0.5640)  -0.1928
C (-1.0771, -2.1139, -3.1724)  -0.3143
C (-1.6307, -0.7257, -1.1462)  -0.0306
C (2.4082, 3.2899, 1.1773)  -0.1394
H (-2.7546, -3.4604, -3.1052)  0.0860
H (-1.6447, -2.9663, 4.4826)  0.0775
H (0.6023, -2.6807, -1.9946)  0.1077
H (0.1262, -0.0025, 3.2351)  0.0680
H (2.9862, 3.4472, 0.2561)  0.1309
H (-1.1127, -1.9753, -4.2590)  0.1458
H (-0.5938, 4.4233, 1.4764)  0.1230
H (-1.1882, -4.2642, -3.2786)  0.0825
H (-1.3339, -1.1537, 2.0357)  0.0757
H (-1.0519, -1.4188, -0.5520)  0.0968
H (-3.3963, 2.1353, -0.8262)  0.1019
H (-2.2448, -2.6467, 2.1416)  0.1123
H (-2.6224, -0.1901, -4.3226)  0.1170
H (1.4780, 4.4823, 2.7187)  0.1222
H (-2.0887, 0.5381, 0.5191)  0.0934
H (2.0114, -2.8931, 1.9985)  0.1306
H (-0.5286, 2.6583, -0.2557)  0.1146
H (0.9089, 3.4049, -0.9964)  0.1284
H (-0.0438, -3.8237, 2.7373)  0.1194
H (3.0222, 2.7472, 1.8999)  0.1304
H (-2.3321, -1.3574, 4.2806)  0.0753
H (-0.2323, -3.2863, 1.0744)  0.0988
H (-0.5752, 5.1885, -0.1413)  0.1261
H (2.9286, -1.9630, -2.2580)  0.1349
H (-3.6714, 1.7596, -3.2492)  0.1035
H (1.3608, -1.7408, 3.1774)  0.1188
H (0.5849, 1.5750, 2.7544)  0.1032
H (3.0540, -0.2297, -2.7433)  0.1316
H (-1.6736, -3.5926, -1.7160)  0.0747
H (2.8649, 5.2778, 1.9162)  0.1252
H (-0.5904, -1.5626, 4.4785)  0.0608

Forces on the atoms, in the same order (eV/Å):
O 0.087 0.130 -0.097
O 0.097 -0.316 0.003
O -0.098 0.260 -0.209
O -0.039 0.084 -0.064
N 0.167 -0.060 -0.151
N 0.233 -0.355 -0.308
N -0.064 0.041 0.120
N 0.015 -0.240 0.022
N -0.392 -0.547 0.002
C -0.051 0.111 0.051
C 0.076 0.107 -0.373
C -0.233 0.313 0.335
C -0.107 0.076 -0.266
C 0.181 0.516 -0.335
C 0.008 -0.020 0.387
C -0.089 0.091 0.006
C 0.134 0.162 -0.162
C 0.127 -0.230 0.132
C -0.055 0.255 -0.078
C 0.601 -0.151 0.215
C -0.004 -0.030 0.131
C 0.026 -0.124 0.058
C -0.264 0.433 0.097
C -0.049 0.078 -0.160
C 0.304 -0.225 0.103
C -0.109 -0.599 0.076
C -0.067 0.092 -0.001
C -0.249 -0.284 -0.211
C 0.023 0.076 -0.127
C -0.052 0.012 -0.052
C 0.008 0.391 0.181
H -0.082 -0.017 0.021
H 0.019 -0.072 0.099
H 0.093 0.081 -0.036
H 0.010 -0.021 -0.017
H -0.006 -0.049 0.066
H -0.066 -0.016 0.170
H 0.015 0.018 -0.085
H 0.035 -0.111 -0.034
H -0.072 0.049 -0.101
H 0.097 -0.110 0.103
H -0.042 0.072 0.031
H -0.011 0.099 -0.071
H 0.033 -0.011 -0.140
H 0.065 0.014 -0.054
H 0.019 0.006 0.092
H -0.065 0.167 0.142
H 0.017 0.055 -0.018
H -0.056 -0.049 0.076
H 0.015 -0.090 0.000
H 0.026 0.050 -0.007
H -0.040 0.055 0.118
H 0.058 -0.068 0.031
H -0.032 -0.059 0.047
H -0.051 0.122 0.004
H -0.043 0.067 -0.059
H 0.050 0.011 -0.053
H -0.058 0.010 -0.024
H -0.144 -0.190 0.038
H -0.025 -0.042 0.150
H -0.028 -0.065 0.058
H 0.106 0.049 0.130